Entry from OMol25: the molecule C6H12O (ωB97M-V/def2-TZVPD).

Results
**Multiplicity**: 1
**Lowest unoccupied orbital energy**: 0.0347 Ha
**SMILES**: CC[C@@H]1C[C@@]1(C)O
**Relative energy (zero: lowest compared OMol25 entry of this formula, charge and spin)**: 239.45 kJ/mol
**Kohn-Sham gap**: 9.43 eV

Cartesian coordinates (Å):
C (-0.4874, 0.7584, 1.5383)
C (-1.2034, 0.1666, 0.3172)
O (-2.5225, -0.2028, 0.5652)
C (-0.8607, 0.7349, -0.9884)
C (-0.3356, -0.6651, -0.7977)
C (1.0113, -1.0920, -0.2383)
C (1.9877, -0.0624, -0.7585)
H (-0.7255, 1.8215, 1.7072)
H (0.5939, 0.7081, 1.4038)
H (-0.7347, 0.2269, 2.4701)
H (-2.5392, -0.6092, 1.4425)
H (-1.6912, 0.7733, -1.6832)
H (-0.2011, 1.5949, -1.0108)
H (-0.8047, -1.4013, -1.4596)
H (1.4132, -0.0735, -1.7660)
H (1.3179, -2.0659, -0.6399)
H (0.8756, -1.2365, 0.8364)
H (3.0590, -0.3151, -0.6109)
H (1.8475, 0.9395, -0.3273)